# 1
Entry from OMol25: a 3-piece molecular cluster, C27H55F4N4O3S overall in a non-equilibrium geometry (the ωB97M-V functional and the def2-TZVPD basis).

## Properties
HOMO energy ... -9.78 eV
Total charge ... +1
2S+1 ... 1
Frontier orbital gap ... 6.8903 eV
Largest force on an atom ... 1.16 eV/Å

Last column: Löwdin charge in e.
Positions of all 94 atoms, in Å:
C 0.783 -0.463 3.748  0.14
C -0.126 -1.004 3.172  -0.10
C -1.257 -1.627 2.484  -0.18
N -1.392 -1.111 1.103  -0.06
C -1.851 -2.110 0.137  -0.28
C -0.880 -3.276 -0.036  -0.07
C -0.022 -3.158 -1.296  -0.18
O 0.107 -1.794 -1.646  -0.15
C 0.903 -1.615 -2.795  -0.08
C 1.079 -0.131 -2.995  -0.65
F 1.842 0.408 -2.056  0.15
F -0.083 0.518 -2.975  0.16
F 1.655 0.102 -4.163  0.18
C -3.286 -2.521 0.424  -0.04
N -4.114 -1.307 0.129  0.09
C -3.739 -0.184 1.068  -0.19
C -4.666 1.020 0.847  -0.18
S -4.965 1.519 -0.831  0.71
O -5.425 0.338 -1.532  -0.34
O -5.771 2.701 -0.793  -0.29
C -2.207 0.105 1.079  -0.19
C -1.678 1.053 -0.004  -0.29
F -2.281 2.294 0.256  -0.02
C -0.174 1.198 0.006  -0.16
C 0.275 2.435 -0.791  -0.07
H 1.613 -0.103 4.312  0.04
H -2.156 -1.433 3.083  0.12
H -1.123 -2.707 2.472  0.12
H -1.887 -1.595 -0.831  0.15
H -0.236 -3.371 0.836  0.11
H -1.423 -4.221 -0.104  0.13
H 0.961 -3.601 -1.107  0.13
H -0.467 -3.717 -2.128  0.13
H 0.421 -2.033 -3.682  0.15
H 1.895 -2.049 -2.652  0.15
H -3.448 -2.791 1.467  0.14
H -3.626 -3.351 -0.193  0.15
H -3.967 -1.040 -0.848  0.15
H -5.112 -1.497 0.222  0.18
H -3.998 -0.568 2.056  0.16
H -4.304 1.902 1.369  0.12
H -5.672 0.815 1.220  0.13
H -3.754 1.857 -1.312  0.06
H -2.039 0.624 2.025  0.17
H -1.972 0.729 -1.011  0.14
H 0.153 1.297 1.043  0.12
H 0.277 0.305 -0.414  0.09
H 0.411 3.293 -0.138  0.08
H 1.222 2.246 -1.292  0.07
H -0.438 2.718 -1.566  0.06
C -2.847 3.972 -3.588  -0.09
C -2.118 5.304 -3.619  -0.27
N -0.676 5.145 -3.570  -0.20
C 0.035 6.380 -3.283  -0.25
C -0.054 7.520 -4.304  -0.08
C -0.103 4.301 -4.606  -0.25
C -0.372 4.672 -6.070  -0.07
H -2.498 3.376 -2.737  0.05
H -3.920 4.138 -3.475  0.08
H -2.699 3.392 -4.499  0.07
H -2.409 5.884 -2.739  0.12
H -2.466 5.876 -4.493  0.11
H 1.086 6.130 -3.115  0.11
H -0.338 6.749 -2.322  0.11
H 0.526 7.313 -5.202  0.06
H 0.348 8.434 -3.863  0.07
H -1.084 7.725 -4.597  0.07
H -0.459 3.279 -4.445  0.09
H 0.975 4.256 -4.435  0.12
H -1.428 4.881 -6.250  0.07
H -0.092 3.837 -6.715  0.07
H 0.205 5.536 -6.392  0.06
C 2.750 -3.816 2.675  -0.10
C 4.033 -3.477 3.418  -0.27
N 3.925 -3.686 4.849  -0.20
C 5.009 -3.083 5.607  -0.25
C 6.431 -3.612 5.384  -0.08
C 3.524 -5.022 5.257  -0.25
C 4.376 -6.207 4.784  -0.08
H 1.903 -3.289 3.121  0.06
H 2.836 -3.506 1.631  0.07
H 2.538 -4.886 2.683  0.07
H 4.257 -2.418 3.262  0.12
H 4.865 -4.036 2.961  0.10
H 4.761 -3.161 6.668  0.11
H 5.003 -2.012 5.380  0.11
H 6.577 -4.596 5.827  0.06
H 7.148 -2.937 5.855  0.07
H 6.684 -3.668 4.325  0.07
H 2.498 -5.185 4.916  0.10
H 3.465 -5.030 6.348  0.12
H 4.592 -6.152 3.716  0.07
H 3.833 -7.138 4.958  0.07
H 5.321 -6.279 5.319  0.06



# 2
Entry from OMol25: C44H31N6NaO6PS as an isolated structure (the ωB97M-V functional and the def2-TZVPD basis).

## Properties
HOMO energy ... -4.81 eV
Total charge ... -1
2S+1 ... 1
Frontier orbital gap ... 6.3849 eV
Largest force on an atom ... 0.58 eV/Å

Last column: Löwdin charge in e.
Positions of all 90 atoms, in Å:
Na -0.145 -0.628 -0.079  0.16
O 1.302 2.483 3.538  0.09
C 0.836 1.870 2.421  -0.45
O 1.577 1.426 1.588  0.11
C -0.656 1.800 2.389  -0.19
C -1.430 2.541 3.269  -0.01
C -2.808 2.494 3.120  -0.05
C -3.344 1.726 2.108  0.00
C -2.493 0.999 1.273  -0.17
N -1.173 1.035 1.429  0.18
C -3.093 0.140 0.131  -0.66
O -4.325 0.212 0.028  -0.02
O -2.281 -0.547 -0.529  -0.07
H 2.265 2.498 3.448  0.12
H -0.958 3.144 4.030  0.11
H -3.449 3.062 3.783  0.10
H -4.406 1.664 1.918  0.11
S 1.517 -6.133 5.778  0.96
N 0.065 -5.574 5.325  -0.23
C 0.277 -4.614 4.441  -0.30
C -0.744 -3.846 3.759  -0.10
C -2.109 -4.073 3.935  -0.01
C -3.004 -3.317 3.218  -0.04
C -2.506 -2.346 2.344  -0.09
N -1.219 -2.110 2.180  0.16
C -0.336 -2.845 2.863  -0.13
C 1.096 -2.591 2.614  -0.14
N 1.402 -1.620 1.745  0.15
C 2.671 -1.414 1.437  -0.09
C 3.719 -2.157 1.993  -0.02
C 3.422 -3.131 2.912  -0.01
C 2.084 -3.366 3.240  -0.10
C 1.665 -4.383 4.181  -0.30
N 2.462 -5.176 4.875  -0.23
H -2.431 -4.844 4.623  0.11
H -4.071 -3.466 3.312  0.10
H -3.183 -1.746 1.746  0.11
H 2.880 -0.658 0.691  0.08
H 4.735 -1.957 1.683  0.11
H 4.190 -3.732 3.381  0.11
O 3.652 -0.300 -1.371  -0.03
C 2.572 0.254 -1.649  -0.65
O 1.418 -0.225 -1.499  -0.10
C 2.677 1.631 -2.303  -0.12
C 3.847 1.915 -3.010  -0.03
C 4.020 3.129 -3.645  -0.09
C 3.025 4.098 -3.563  -0.10
C 1.872 3.835 -2.849  -0.10
C 1.678 2.603 -2.211  -0.27
P 0.115 2.278 -1.296  1.17
C -1.065 2.427 -2.691  -0.33
C -1.433 1.224 -3.296  -0.08
C -2.290 1.218 -4.388  -0.08
C -2.802 2.410 -4.878  -0.10
C -2.452 3.610 -4.275  -0.10
C -1.587 3.620 -3.191  -0.10
C -0.140 3.849 -0.387  -0.37
C 0.901 4.605 0.151  -0.10
C 0.647 5.638 1.045  -0.09
C -0.654 5.937 1.421  -0.11
C -1.703 5.187 0.902  -0.10
C -1.448 4.153 0.018  -0.11
H 4.612 1.151 -3.032  0.11
H 4.928 3.328 -4.201  0.09
H 3.148 5.055 -4.057  0.09
H 1.103 4.596 -2.783  0.10
H -1.048 0.297 -2.893  0.10
H -2.573 0.276 -4.841  0.10
H -3.481 2.403 -5.722  0.09
H -2.856 4.543 -4.650  0.09
H -1.326 4.561 -2.722  0.10
H 1.923 4.372 -0.124  0.11
H 1.473 6.211 1.449  0.10
H -0.850 6.742 2.118  0.09
H -2.722 5.402 1.200  0.10
H -2.269 3.555 -0.361  0.11
C 0.122 -6.130 -3.782  -0.05
C 0.080 -5.091 -2.694  -0.28
C -0.977 -4.201 -2.571  -0.02
C -0.968 -3.265 -1.545  -0.10
N 0.023 -3.173 -0.658  0.08
C 1.040 -4.020 -0.781  -0.12
C 1.112 -4.989 -1.767  -0.03
H -0.679 -5.978 -4.504  0.07
H 0.016 -7.131 -3.361  0.08
H 1.076 -6.093 -4.310  0.08
H -1.802 -4.227 -3.273  0.11
H -1.777 -2.551 -1.426  0.10
H 1.847 -3.908 -0.064  0.10
H 1.970 -5.648 -1.822  0.11



The lowest total charge belongs to which entry? C44H31N6NaO6PS



Number 2 is which compound? C44H31N6NaO6PS